[1]
{
  "formula": "C9H30NaO6",
  "method": "ωB97M-V with the def2-TZVPD basis set",
  "elements": ["Na", "C", "C", "O", "H", "H", "H", "H", "H", "H", "C", "C", "O", "H", "H", "H", "H", "H", "H", "C", "C", "O", "H", "H", "H", "H", "H", "H", "C", "O", "H", "H", "H", "H", "C", "O", "H", "H", "H", "H", "C", "O", "H", "H", "H", "H"],
  "xyz": [[0.038604, 0.236328, 0.240113], [1.382796, 2.348947, 3.796397], [0.484116, 1.132168, 3.763997], [-0.237385, 1.080994, 2.484909], [0.861713, 3.284180, 3.982048], [1.911190, 2.407760, 2.842592], [2.159426, 2.227609, 4.555708], [-0.249552, 1.078709, 4.566903], [1.067571, 0.212651, 3.814353], [-1.128854, 1.382609, 2.675985], [-1.438599, 0.233526, -4.280879], [-0.368767, 0.143215, -3.205083], [-0.824023, -0.530566, -2.031239], [-0.974500, 0.427482, -5.251900], [-2.111089, 1.071205, -4.092409], [-2.025161, -0.677808, -4.386472], [-0.094767, 1.143669, -2.880442], [0.510124, -0.382865, -3.582035], [-1.240345, -1.362104, -2.273007], [1.523156, -4.375079, 0.929215], [0.486443, -3.443708, 0.323057], [0.538308, -2.133357, 0.896327], [2.493203, -3.870693, 0.900926], [1.602196, -5.292493, 0.352393], [1.286238, -4.562690, 1.975406], [-0.514108, -3.880280, 0.453937], [0.617627, -3.306259, -0.749605], [0.394544, -2.204719, 1.845704], [3.156796, -0.336829, -1.493012], [2.320653, 0.130431, -0.439945], [2.586380, -0.307146, -2.418459], [4.047295, 0.283814, -1.591966], [3.476802, -1.373179, -1.348400], [2.876565, 0.465259, 0.268732], [-3.642411, 0.078570, 0.485546], [-2.446715, -0.664347, 0.677008], [-4.403950, -0.199582, 1.215885], [-3.431808, 1.140374, 0.615746], [-4.022475, -0.038142, -0.532297], [-2.489426, -1.484659, 0.181039], [-0.516974, 3.600051, -0.412767], [-1.081958, 2.284653, -0.440972], [-1.258117, 4.353630, -0.129294], [0.234033, 3.620820, 0.377448], [-0.077561, 3.877181, -1.369158], [-1.477240, 2.180649, -1.312016]],
  "forces_ev_per_a": [[-0.3406, -0.3086, -0.0439], [0.3932, -0.3105, 0.1415], [-0.2421, -0.1344, -0.8164], [0.2763, -0.0252, 0.6802], [-0.1352, -0.0028, -0.0649], [-0.0785, 0.1165, -0.0240], [-0.1492, 0.0595, 0.0991], [0.0798, 0.1963, 0.1118], [0.0897, 0.0428, -0.0325], [-0.1216, -0.0117, -0.2735], [0.1686, 0.4554, -0.2703], [-0.3102, -0.5046, -0.3134], [-0.0286, 0.2873, 0.5407], [-0.0065, -0.0252, 0.0837], [-0.1614, -0.1537, 0.0707], [0.0421, -0.1118, 0.1115], [0.2899, 0.0140, 0.0170], [0.1089, 0.1541, -0.0653], [0.0405, -0.0198, -0.1565], [0.2219, 0.7951, -0.2618], [-0.3265, -0.3090, 0.1053], [-0.1257, 0.1879, -0.0185], [0.0026, -0.1316, -0.0220], [-0.1003, -0.1852, 0.1772], [-0.0269, -0.2872, -0.0147], [0.0499, 0.1423, 0.0341], [0.2312, 0.0472, 0.0166], [-0.0424, -0.0941, 0.0200], [0.2078, -0.2494, -0.2251], [-0.1779, 0.2280, 0.1648], [-0.0142, 0.1543, 0.0183], [-0.0607, 0.0476, -0.0975], [-0.0815, 0.0667, 0.2211], [0.0873, -0.0885, -0.0099], [-0.2340, 0.2039, -0.1856], [0.4958, 0.1914, 0.1035], [-0.0479, -0.1243, -0.1057], [0.2179, -0.0756, 0.0725], [-0.1116, -0.0809, 0.0908], [-0.1390, -0.0347, 0.0714], [-0.0581, 0.3158, 0.5833], [0.2035, 0.0607, -0.2756], [-0.1158, -0.1455, -0.1867], [0.1201, -0.1136, -0.1912], [0.1246, -0.0489, 0.0065], [-0.2153, -0.1899, 0.1133]],
  "max_force_ev_per_a": 0.87,
  "multiplicity": 1,
  "orbital_gap_ev": 11.130,
  "total_charge": 1,
  "homo_energy_ev": -13.4,
  "e_above_lowest_kcal_mol": 0.0,
  "total_energy_ev": -26516.132
}

***

[2]
{
  "formula": "C9H31N11Na4O10S",
  "method": "ωB97M-V with the def2-TZVPD basis set",
  "elements": ["Na", "Na", "Na", "Na", "S", "O", "O", "O", "O", "C", "C", "C", "O", "C", "N", "H", "H", "H", "H", "H", "H", "H", "H", "H", "H", "H", "C", "O", "N", "N", "H", "H", "H", "H", "C", "O", "N", "N", "H", "H", "H", "H", "C", "O", "N", "N", "H", "H", "H", "H", "C", "O", "N", "N", "H", "H", "H", "H", "C", "O", "N", "N", "H", "H", "H", "H"],
  "xyz": [[1.512002, -3.210724, 1.031928], [-1.895718, -4.654077, -1.552748], [-1.679451, -3.810992, 2.022285], [0.543263, -3.716686, -3.373235], [-0.378876, -1.806671, -0.797176], [-0.253249, -0.402146, -1.102861], [0.925495, -2.487406, -1.051881], [-0.646217, -1.994479, 0.663613], [-1.447401, -2.397729, -1.632768], [2.121807, 0.523556, 2.477734], [1.246007, 0.005997, 3.594818], [1.415552, 0.674969, 4.937070], [2.671764, 0.462224, 5.498291], [2.731683, 0.796653, 6.863693], [-0.168640, 0.172073, 3.196176], [1.845048, 1.538430, 2.180733], [2.051648, -0.125816, 1.602325], [3.173733, 0.596144, 2.759027], [1.386614, -1.090651, 3.694807], [0.595457, 0.373982, 5.606820], [1.212630, 1.746369, 4.772130], [1.825302, 0.458248, 7.376578], [2.852597, 1.867354, 7.059471], [3.602571, 0.310943, 7.299997], [-0.346145, -0.335999, 2.331349], [-0.759181, -0.364580, 3.833793], [-4.732945, -1.208281, 0.999616], [-5.841939, -1.527533, 1.341328], [-4.211310, 0.027332, 1.261164], [-3.803670, -2.106265, 0.477495], [-4.909311, 0.751886, 1.201598], [-3.267857, 0.168845, 0.938086], [-4.009722, -3.063057, 0.710252], [-2.913938, -1.820177, 0.116881], [3.784929, -0.722623, -2.294029], [4.824045, -0.363405, -2.792767], [3.011796, -1.737673, -2.817190], [3.244972, -0.112817, -1.179089], [2.243015, -2.084393, -2.256815], [3.354765, -2.241894, -3.614542], [3.603938, 0.793528, -0.927601], [2.243871, -0.240238, -1.147538], [-1.547528, -1.721190, -5.202114], [-1.443803, -1.742100, -6.392720], [-2.776131, -1.738573, -4.580036], [-0.507188, -1.668285, -4.282646], [-3.550391, -1.436086, -5.148729], [-2.930319, -1.707117, -3.586714], [0.437932, -1.568465, -4.604110], [-0.825342, -1.501190, -3.344850], [1.535140, 3.621251, -0.766923], [1.460710, 3.634699, 0.445664], [1.062599, 2.612841, -1.548716], [1.950475, 4.709799, -1.477762], [0.730321, 1.764398, -1.136806], [1.199079, 2.599923, -2.543105], [2.106861, 5.594519, -1.033532], [1.889425, 4.704330, -2.480089], [-2.199217, 2.488935, -1.560092], [-2.751327, 3.528119, -1.843123], [-1.843144, 2.119122, -0.287261], [-1.930849, 1.518896, -2.500663], [-1.233414, 1.328994, -0.196327], [-1.873578, 2.877647, 0.373591], [-2.355033, 1.594647, -3.405069], [-1.364210, 0.742668, -2.206682]],
  "forces_ev_per_a": [[0.6492, 0.9128, -0.0617], [-0.7589, 0.4249, -0.3260], [-0.4509, 1.0445, 0.4029], [0.3900, 0.6654, -0.2858], [0.8924, 2.3535, 0.7347], [0.0779, -0.3317, 0.0658], [-0.2045, -1.7788, -0.3854], [-0.3772, -1.6658, 0.3987], [-0.3511, -1.8717, 0.0629], [0.4904, 0.4790, 0.1458], [-0.5970, -0.9849, -0.4354], [-0.5769, 1.0583, -0.0958], [0.0942, -0.4261, -0.3522], [0.1135, 0.1359, 0.5777], [-0.6277, -0.5568, -0.0252], [-0.2725, -0.0678, -0.0470], [-0.0392, -0.0301, -0.2146], [-0.0304, -0.2836, 0.1409], [0.6561, 0.1118, 0.3321], [0.1796, -0.3635, 0.0753], [0.2041, 0.0230, -0.0017], [0.0793, -0.0496, 0.0849], [-0.1595, 0.0634, -0.3309], [-0.0514, -0.1452, -0.1000], [0.3586, 0.4583, -0.3010], [0.0600, 0.5074, 0.3910], [-0.0698, 0.9122, 1.4677], [-0.1729, -0.6706, -0.5357], [0.0284, -0.7526, -0.6499], [0.1070, -0.8623, 0.1443], [0.3695, 0.4196, 0.1477], [-0.1853, 0.8983, -0.1177], [-0.2034, -0.0676, -0.4190], [0.0099, 0.0054, -0.0051], [1.0573, 1.3810, -0.2189], [-0.0392, -0.4132, -0.0682], [-0.9098, -0.5263, 0.0445], [-0.7270, -1.1446, -0.1104], [0.4638, 0.1039, -0.2254], [0.3820, 0.1044, 0.0807], [0.0505, 0.0461, -0.1340], [-0.0216, 0.5740, 0.3995], [-1.0605, 0.4157, 0.1295], [0.6869, -0.0878, -0.3926], [-0.4179, -0.2271, 0.0322], [0.0342, -1.5115, 0.0878], [-0.0145, -0.1894, -0.1066], [0.2743, 0.3314, 0.0138], [0.0795, 0.8923, -0.0922], [0.6631, 0.6364, 0.1344], [-0.7067, 1.5108, 0.0890], [0.1921, -0.6732, 0.4380], [0.2306, -0.8172, -0.5785], [0.3439, -0.2715, -0.5774], [0.0665, 0.0634, 0.2647], [-0.0207, 0.1047, -0.0039], [0.0184, -0.1188, 0.2918], [-0.0042, 0.1627, 0.0324], [-0.4939, 0.0845, -0.6359], [0.0246, -0.0153, 0.2523], [-0.5768, 0.1065, -0.1109], [0.1506, -0.1973, 0.3782], [0.2699, 0.2508, 0.4829], [0.4361, -0.1740, 0.2288], [0.1580, 0.0888, -0.0782], [-0.2207, -0.0551, -0.5298]],
  "max_force_ev_per_a": 2.62,
  "multiplicity": 1,
  "orbital_gap_ev": 3.668,
  "total_charge": 2,
  "homo_energy_ev": -13.3,
  "total_energy_ev": -75195.386
}

***

[3]
{
  "formula": "C9H32N6O7",
  "method": "ωB97M-V with the def2-TZVPD basis set",
  "elements": ["N", "C", "N", "O", "H", "H", "H", "H", "N", "C", "N", "O", "H", "H", "H", "H", "N", "C", "N", "O", "H", "H", "H", "H", "C", "C", "O", "H", "H", "H", "H", "H", "H", "C", "C", "O", "H", "H", "H", "H", "H", "H", "C", "O", "H", "H", "H", "H", "C", "O", "H", "H", "H", "H"],
  "xyz": [[-1.148806, -2.530570, -1.026796], [-0.973613, -2.497001, 0.272985], [-1.940230, -3.041409, 0.921133], [0.172087, -2.157760, 0.917888], [-0.349560, -2.101860, -1.602087], [-2.008818, -2.688885, -1.597135], [-1.732893, -3.088739, 1.976449], [-2.694756, -3.559350, 0.414784], [3.441059, -0.705622, -2.335868], [3.349139, 0.289651, -3.164195], [4.165564, 0.231194, -4.192390], [2.617202, 1.417622, -2.896838], [3.087357, -0.472243, -1.380772], [4.121799, -1.494008, -2.458055], [4.105259, 0.961728, -4.860532], [4.966913, -0.383732, -4.249528], [3.488237, 1.384103, 1.040115], [2.639539, 0.378056, 1.089324], [1.792924, 0.312978, 2.052575], [2.591537, -0.482998, 0.021718], [4.076633, 1.582135, 0.209732], [3.452063, 2.193069, 1.680953], [1.355245, -0.625110, 2.096860], [1.707412, 0.886928, 2.869229], [-4.395403, 0.771933, 2.794599], [-3.446635, 0.003889, 1.845413], [-3.870220, -1.366535, 1.776400], [-5.364033, 0.736528, 2.288168], [-4.165016, 1.829920, 2.950785], [-4.455554, 0.405334, 3.748368], [-2.346125, 0.041372, 2.139213], [-3.490214, 0.383879, 0.838664], [-3.089283, -1.900007, 1.555596], [-1.467837, 0.872296, -1.426342], [-0.135129, 0.780734, -0.674401], [-0.438601, 1.122422, 0.692875], [-2.090378, 0.087840, -1.126053], [-1.236193, 0.614020, -2.446037], [-1.901767, 1.847199, -1.496774], [0.604100, 1.432554, -1.155517], [0.212910, -0.239173, -0.651783], [0.362681, 1.052898, 1.236638], [-0.660887, 3.079349, 3.977845], [-0.863492, 1.799431, 3.456012], [0.166613, 3.521906, 3.517875], [-0.482484, 3.023333, 5.069553], [-1.494119, 3.735417, 3.831362], [-0.721684, 1.821016, 2.518486], [0.480082, -1.536714, -3.731333], [1.034496, -1.877564, -2.464346], [0.679492, -0.502279, -3.971247], [-0.596565, -1.513864, -3.908473], [0.931393, -2.218738, -4.521155], [1.958557, -1.616572, -2.463941]],
  "forces_ev_per_a": [[1.4481, 1.7500, -4.4142], [6.6619, 1.0579, 1.4212], [-2.9542, -2.1532, 4.6717], [-4.8856, -0.8379, -2.7399], [-1.0717, -0.9757, 1.2245], [0.9347, 0.1377, 1.6335], [-0.8289, -0.5335, -2.3899], [1.1137, 0.6522, 1.2593], [0.5289, -2.7492, 1.6294], [-2.3913, 6.6063, 1.3042], [1.1361, 0.0232, -2.3271], [2.8414, -5.3081, -1.4381], [0.2367, -0.3988, 0.3671], [-0.9804, 1.4418, 0.1126], [0.0459, 0.5191, -0.3733], [-0.4699, 0.0820, 0.1174], [2.1898, 2.8669, -0.2169], [1.4033, -2.8389, -7.3968], [-2.3587, -2.7006, 2.3730], [0.2003, 3.2077, 5.6878], [-1.0681, -0.7223, 0.7757], [-0.1612, -1.0843, -0.4171], [-0.2628, 0.7242, -0.0929], [0.4423, 0.2478, 0.1607], [0.3060, 0.9575, -3.0724], [1.1713, -0.2376, 1.1154], [-0.1877, 0.2035, 0.4336], [-0.1748, -0.0180, 0.4139], [0.3645, -0.0334, -0.5310], [-0.1348, -1.5363, 2.2505], [-1.4053, 0.1044, -0.0879], [-0.0953, 0.6391, -0.3504], [-0.5351, 0.5344, -0.0397], [2.2164, -0.1080, -0.8472], [-1.2691, 0.4680, 0.1466], [0.1249, 0.8648, 0.2383], [-1.4333, -0.7417, 0.8852], [0.2060, -0.0864, -0.7655], [-0.4153, 0.5463, 0.5564], [0.0411, -0.0442, 0.3728], [0.3187, -0.1887, -0.3117], [-0.2876, -0.3555, -0.7336], [-0.4490, -0.4252, 1.3450], [-0.0290, -0.7382, 0.9246], [1.5521, 0.9590, -0.5919], [-0.0421, -0.1557, -0.5619], [-0.7919, 0.3819, -0.1609], [-0.3791, 0.0518, -1.0068], [1.4632, -0.3516, -1.6308], [-2.0865, -0.5108, -0.6834], [0.7399, 0.4375, -0.1709], [-0.2786, -0.9188, 1.1513], [-0.6049, 0.8805, 0.6701], [0.3450, 0.4068, 0.1102]],
  "smiles": "NC(N)=O.NC(N)=O.NC(N)=O.CCO.CCO.CO.CO",
  "max_force_ev_per_a": 8.05,
  "multiplicity": 1,
  "orbital_gap_ev": 9.534,
  "homo_energy_ev": -9.1,
  "e_above_lowest_kcal_mol": 102.6,
  "total_energy_ev": -33123.411
}